The following is a DFT calculation (wB97M-V/def2-TZVPD) of the molecule CH3NO2 at a distorted geometry.

```
7
Properties=species:S:1:pos:R:3
O -0.099 -1.331 2.004
O -0.178 0.756 -0.872
N 0.127 -0.681 0.887
C -0.664 0.157 0.220
H 1.049 -0.819 0.602
H -1.597 0.464 0.461
H 0.486 0.379 -1.454
```

The value obtained for the energy relative to the best compared isomer or geometry (same formula, charge and spin) is 4.217 eV. The calculation puts the HOMO-LUMO gap (alpha / beta) at 0.31876 / 0.31874 Ha. The spin multiplicity is 1. Its energy is -6667.44697 eV. The value obtained for the HOMO energy (alpha / beta) is -8.291 / -8.291 eV. The SMILES is [O-]/[NH+]=C/O.

***

The following is a DFT calculation (wB97M-V/def2-TZVPD) of C36H28N3OPRu as an isolated structure.

```
70
Properties=species:S:1:pos:R:3
Ru -0.214 -0.589 -0.235
P -2.073 -1.878 -0.498
O 0.067 -0.993 1.718
N 1.679 0.096 0.101
N 2.174 -0.074 1.361
N 0.325 0.254 -2.110
C -2.299 3.169 -0.172
C 3.801 0.984 -0.756
C -0.915 -2.978 -4.253
C 2.161 1.238 -3.279
C -5.606 -0.071 -1.599
C -5.260 1.231 -1.346
C -1.295 -2.723 -1.889
C -1.341 2.130 -0.047
C 0.982 -1.850 5.661
C -0.021 -3.259 -1.641
C 0.675 -1.579 4.338
C -2.833 -4.417 0.406
C -3.961 1.579 -0.897
C -1.672 0.830 -0.313
C -3.412 -0.797 -0.976
C -2.624 -3.077 0.724
C -1.737 -2.597 -3.204
C -0.434 0.427 -3.190
C 3.133 -0.810 5.378
C 2.209 -1.465 6.183
C -2.881 -2.607 2.011
C -3.016 0.541 -0.731
C 1.615 0.682 -2.136
C 1.262 -0.639 2.121
C 0.356 -3.481 -4.003
C 2.833 -0.538 4.055
C 1.599 -0.921 3.529
C 0.798 -3.634 -2.697
C -3.351 -3.483 2.975
C 2.378 0.563 -0.872
C -3.553 -4.821 2.662
C -3.570 2.909 -0.599
C -3.294 -5.289 1.382
C 0.050 0.981 -4.363
C 1.371 1.382 -4.411
C -4.676 -1.110 -1.396
H -0.611 1.096 -5.210
H 2.447 -1.677 7.217
H -3.454 -6.331 1.142
H 4.143 0.840 0.264
H 3.913 2.035 -1.028
H -0.274 -1.881 3.918
H -6.607 -0.310 -1.934
H -2.002 4.184 0.059
H -3.559 -3.122 3.975
H 4.090 -0.512 5.786
H 4.426 0.395 -1.429
H -2.724 -2.194 -3.401
H -4.974 -2.141 -1.549
H 1.776 -4.051 -2.495
H -4.291 3.708 -0.715
H 0.994 -3.770 -4.828
H -2.704 -1.566 2.252
H -0.333 2.387 0.261
H 1.787 1.818 -5.309
H 0.264 -2.363 6.288
H 0.311 -3.423 -0.619
H -5.989 2.021 -1.483
H 3.545 -0.029 3.423
H -3.915 -5.502 3.420
H -2.633 -4.779 -0.595
H -1.268 -2.888 -5.272
H -1.466 0.119 -3.100
H 3.190 1.566 -3.280
```

The value obtained for the energy relative to the best compared isomer or geometry (same formula, charge and spin) is 0.000 eV. The calculation puts the HOMO-LUMO gap (alpha / beta) at 0.25777 / 0.25434 Ha. The spin multiplicity is 2. Its energy is -56170.61745 eV. The value obtained for the HOMO energy (alpha / beta) is -10.678 / -10.637 eV. Its net charge is +1.

***

The following is a DFT calculation (wB97M-V/def2-TZVPD) of a 2-piece molecular cluster, H4O2 overall at a distorted geometry.

```
6
Properties=species:S:1:pos:R:3
O 1.076 0.848 1.073
O -0.779 -0.670 -0.941
H 0.810 0.226 0.363
H -1.154 -0.502 -1.825
H 1.358 0.211 1.706
H -1.311 -0.114 -0.377
```

The value obtained for the energy relative to the best compared isomer or geometry (same formula, charge and spin) is 0.098 eV. The calculation puts the HOMO-LUMO gap at 0.44715 Ha. The spin multiplicity is 1. Its energy is -4159.84095 eV. The value obtained for the HOMO energy is -11.354 eV. The SMILES is O.O.

***

The following is a DFT calculation (wB97M-V/def2-TZVPD) of a 11-piece molecular cluster, C22H66N8O11 overall at a distorted geometry.

```
107
Properties=species:S:1:pos:R:3
O 16.125 -20.945 -16.064
O 18.235 -25.791 -17.105
O 19.120 -23.845 -14.948
O 19.234 -24.084 -21.321
O 13.611 -23.007 -24.427
O 19.612 -16.402 -19.779
O 22.656 -20.648 -21.725
O 13.006 -19.002 -20.297
O 17.082 -20.790 -18.720
O 17.953 -20.108 -23.851
O 16.296 -26.984 -20.682
N 17.472 -21.959 -20.662
N 16.231 -25.213 -19.230
N 14.287 -25.876 -20.303
N 14.845 -18.902 -18.908
N 15.085 -19.196 -21.216
N 20.657 -25.096 -22.766
N 18.596 -26.045 -22.418
N 18.800 -22.309 -18.811
C 20.140 -26.880 -18.108
C 14.215 -19.055 -20.134
C 17.800 -19.425 -15.121
C 18.907 -27.076 -17.230
C 19.815 -17.752 -20.156
C 22.299 -22.696 -20.521
C 19.289 -27.589 -15.843
C 16.320 -19.706 -15.367
C 18.564 -22.291 -24.627
C 20.718 -24.091 -13.144
C 19.718 -18.711 -18.996
C 21.401 -23.390 -15.477
C 20.353 -23.343 -14.416
C 17.754 -21.042 -24.919
C 17.736 -21.643 -19.370
C 14.788 -23.283 -23.656
C 19.446 -25.023 -22.108
C 15.486 -19.762 -14.107
C 14.507 -22.970 -22.201
C 15.137 -24.755 -23.841
C 15.651 -26.095 -20.105
C 21.894 -21.233 -20.633
H 14.243 -18.767 -18.120
H 15.735 -19.380 -18.850
H 15.646 -18.969 -13.376
H 13.756 -26.637 -20.691
H 17.853 -18.584 -14.422
H 20.757 -25.726 -23.537
H 16.717 -21.497 -21.134
H 14.325 -25.404 -23.511
H 19.590 -22.011 -24.393
H 15.385 -25.009 -24.875
H 20.336 -19.598 -19.056
H 21.537 -24.412 -15.844
H 22.361 -23.093 -15.051
H 22.072 -20.027 -22.171
H 22.161 -20.677 -19.728
H 21.167 -22.762 -16.331
H 21.656 -23.215 -19.815
H 18.830 -16.366 -19.217
H 19.097 -17.997 -20.958
H 20.626 -25.937 -17.863
H 17.707 -26.242 -21.956
H 12.919 -23.609 -24.142
H 18.267 -20.292 -14.652
H 15.258 -23.407 -21.535
H 13.548 -23.367 -21.854
H 21.373 -24.438 -22.540
H 18.885 -26.731 -23.087
H 18.332 -19.114 -16.020
H 18.049 -22.635 -21.159
H 19.536 -26.729 -15.209
H 16.647 -20.866 -16.884
H 18.130 -22.815 -23.771
H 16.077 -24.989 -23.324
H 18.533 -22.956 -25.491
H 16.071 -19.274 -21.041
H 18.738 -25.246 -16.483
H 18.690 -18.825 -18.657
H 20.193 -18.169 -18.159
H 23.342 -22.759 -20.207
H 17.215 -25.289 -19.036
H 20.755 -17.823 -20.712
H 21.600 -23.671 -12.654
H 19.853 -26.802 -19.159
H 18.380 -23.563 -14.401
H 20.861 -27.694 -18.023
H 20.146 -22.322 -14.066
H 15.611 -20.715 -13.589
H 14.727 -19.162 -22.148
H 15.629 -22.694 -24.023
H 20.999 -25.136 -13.327
H 16.690 -21.265 -25.032
H 13.814 -25.419 -19.541
H 20.130 -28.282 -15.823
H 22.247 -23.156 -21.503
H 19.148 -23.102 -19.328
H 14.438 -19.685 -14.409
H 18.111 -27.678 -17.668
H 15.894 -18.928 -16.019
H 15.670 -24.596 -18.674
H 19.880 -24.097 -12.447
H 18.478 -28.105 -15.321
H 18.119 -20.600 -25.854
H 20.815 -21.149 -20.794
H 18.924 -22.166 -17.822
H 17.151 -19.606 -23.690
H 14.434 -21.907 -21.956
```

The value obtained for the energy relative to the best compared isomer or geometry (same formula, charge and spin) is 0.846 eV. The calculation puts the HOMO-LUMO gap at 0.36114 Ha. The spin multiplicity is 1. Its energy is -58331.74084 eV. The value obtained for the HOMO energy is -9.412 eV. The SMILES is NC(N)=O.NC(N)=O.NC(N)=O.NC(N)=O.CC(C)O.CC(C)O.CC(C)O.CC(C)O.CCO.CCO.CCO.